The following is a quantum chemistry calculation of C36H80B2Cs2O18S9 as an isolated structure in a non-equilibrium geometry, from the Open Molecules 2025 dataset.

Positions of all 147 atoms, in Å:
Cs -2.381 -0.601 -1.932
Cs -0.202 -3.931 -0.711
B 0.063 -0.682 0.152
H 1.095 -0.418 0.322
H -0.139 -1.329 0.993
H -0.629 0.145 0.135
H -0.101 -1.159 -0.801
B -1.456 -3.447 -3.504
H -0.869 -2.579 -3.246
H -0.791 -4.281 -3.667
H -2.033 -3.720 -2.635
H -2.006 -3.411 -4.431
C 5.725 -3.517 0.130
C 6.345 -4.685 -0.626
C 5.304 -5.191 -1.793
S 3.674 -4.908 -1.100
O 3.000 -6.157 -0.690
O 2.933 -4.076 -2.033
C 4.388 -3.967 0.427
H 5.912 -2.635 -0.482
H 6.153 -3.205 1.083
H 6.560 -5.572 -0.029
H 7.283 -4.523 -1.158
H 5.394 -6.140 -2.322
H 5.334 -4.393 -2.534
H 4.535 -4.785 1.132
H 3.598 -3.343 0.845
C 3.074 2.096 2.914
C 4.353 2.842 3.370
C 5.583 2.038 3.017
S 5.045 0.569 1.943
O 5.294 -0.737 2.589
O 5.641 0.712 0.610
C 3.267 1.077 1.812
H 2.268 2.814 2.763
H 2.645 1.567 3.765
H 4.295 3.171 4.407
H 4.287 3.849 2.959
H 6.431 1.873 3.682
H 5.996 2.660 2.223
H 2.688 0.158 1.894
H 3.293 1.602 0.857
C -0.106 -1.922 -6.561
C 0.190 -0.652 -5.630
C -0.354 0.608 -6.302
S -2.064 0.030 -6.788
O -2.491 0.473 -8.134
O -2.930 0.226 -5.632
C -1.583 -1.681 -6.966
H 0.112 -2.808 -5.965
H 0.505 -1.973 -7.462
H 1.248 -0.446 -5.467
H -0.141 -0.901 -4.622
H -0.003 0.751 -7.324
H -0.258 1.631 -5.938
H -1.771 -2.021 -7.984
H -2.273 -2.222 -6.318
C 0.139 4.588 -0.732
C 0.638 3.093 -0.345
C 1.452 2.590 -1.568
S 1.014 3.795 -2.949
O 0.617 3.071 -4.176
O 1.989 4.832 -3.118
C -0.447 4.446 -2.130
H 0.881 5.387 -0.694
H -0.582 5.051 -0.058
H -0.292 2.535 -0.238
H 1.170 3.232 0.596
H 1.104 1.628 -1.946
H 2.539 2.672 -1.565
H -1.210 3.679 -2.264
H -0.843 5.301 -2.677
C -4.906 -1.376 3.717
C -3.869 -2.317 3.029
C -4.685 -3.358 2.261
S -5.986 -3.823 3.397
O -5.385 -4.803 4.262
O -7.203 -4.058 2.694
C -5.940 -2.267 4.432
H -5.410 -0.624 3.111
H -4.585 -0.457 4.207
H -3.153 -2.913 3.594
H -3.319 -1.744 2.283
H -4.333 -4.334 1.928
H -5.309 -3.015 1.436
H -5.829 -2.506 5.490
H -6.943 -1.929 4.171
C -1.875 2.252 5.443
C -2.998 2.469 4.480
C -3.194 4.013 4.589
S -1.557 4.884 4.890
O -1.549 5.769 5.999
O -1.099 5.326 3.571
C -0.795 3.264 5.278
H -1.646 1.187 5.460
H -2.213 2.301 6.478
H -3.899 1.945 4.798
H -2.620 2.268 3.477
H -3.879 4.174 5.422
H -3.599 4.412 3.659
H 0.026 3.450 5.971
H -0.254 3.103 4.346
C -7.785 2.148 -0.902
C -6.701 2.604 -1.971
C -5.396 3.019 -1.352
S -5.277 1.680 0.032
O -4.696 2.150 1.293
O -4.635 0.575 -0.731
C -7.094 1.382 0.305
H -8.508 1.543 -1.450
H -8.365 3.012 -0.579
H -7.138 3.442 -2.514
H -6.583 1.740 -2.625
H -5.486 3.970 -0.827
H -4.514 3.128 -1.983
H -7.288 1.875 1.258
H -7.295 0.311 0.298
C 0.590 -3.541 5.814
C 0.156 -2.219 5.219
C 0.702 -2.214 3.731
S 0.229 -3.907 3.147
O 1.397 -4.396 2.450
O -1.073 -3.761 2.489
C -0.062 -4.508 4.789
H 0.165 -3.795 6.784
H 1.649 -3.799 5.788
H 0.475 -1.345 5.787
H -0.930 -2.313 5.219
H 1.779 -2.047 3.766
H 0.238 -1.528 3.022
H 0.466 -5.462 4.793
H -1.125 -4.590 5.019
C 4.221 2.805 -5.238
C 5.779 2.664 -4.970
C 6.067 1.587 -3.869
S 4.619 0.434 -3.790
O 3.923 0.581 -2.518
O 4.925 -0.880 -4.306
C 3.616 1.437 -5.168
H 4.107 3.219 -6.240
H 3.635 3.502 -4.638
H 6.166 3.605 -4.578
H 6.342 2.462 -5.881
H 6.474 2.019 -2.954
H 6.962 1.086 -4.235
H 2.577 1.407 -4.840
H 3.604 0.852 -6.087

Charge: 0
Gap between HOMO and LUMO, eV: 8.44
HOMO, Ha: -0.3216
Electronic energy, Eh: -6447.23544